A.
Computed, not measured: a cluster of 2 separate species, C4H12 in total, with the ωB97M-V functional and the def2-TZVPD basis.

XYZ file:
```
16
Properties=species:S:1:pos:R:3:nbo_charge:R:1
C -0.748 -1.752 0.546 -0.62
C 0.256 2.968 -0.724 -0.61
H -0.469 0.860 -0.700 0.21
H 1.288 0.985 -0.790 0.21
C 0.343 1.489 -1.038 -0.62
H -0.733 3.355 -1.002 0.20
H -0.695 -0.710 0.879 0.21
H -1.830 -1.885 0.509 0.21
H 0.841 -3.185 0.724 0.20
H 0.979 3.510 -1.334 0.20
H 0.569 1.413 -2.110 0.21
H -0.523 -3.529 1.703 0.21
H 0.706 -2.296 2.179 0.21
H -0.488 -1.827 -0.516 0.21
C 0.108 -2.699 1.372 -0.62
H 0.397 3.302 0.302 0.20
```

HOMO-LUMO gap = 0.4570 hartree
SMILES string = CC.CC

***

B.
Computed, not measured: a cluster of 2 separate species, C4H12 in total, with the ωB97M-V functional and the def2-TZVPD basis.

XYZ file:
```
16
Properties=species:S:1:pos:R:3:nbo_charge:R:1
H -1.657 1.708 -0.987 0.20
C 1.669 -1.223 -1.067 -0.62
H 1.307 -2.239 -1.156 0.21
H -1.780 0.221 1.694 0.20
C 1.870 -0.784 0.368 -0.63
H 2.601 -1.202 -1.646 0.21
H 0.962 -0.560 -1.577 0.21
H 2.870 -0.466 0.652 0.21
H 1.756 -1.591 1.106 0.21
H -1.052 -0.353 0.277 0.20
H -0.670 2.052 0.447 0.20
H -2.822 -0.159 0.282 0.20
H 1.220 -0.004 0.748 0.21
H -2.423 2.393 0.452 0.20
C -1.878 0.276 0.608 -0.61
C -1.652 1.707 0.099 -0.60
```

HOMO-LUMO gap = 0.4701 hartree
SMILES string = CC.CC

***

C.
Computed, not measured: a cluster of 2 separate species, C4H12 in total, with the ωB97M-V functional and the def2-TZVPD basis.

XYZ file:
```
16
Properties=species:S:1:pos:R:3:nbo_charge:R:1
C -0.228 -1.567 0.180 -0.61
H -1.297 2.764 -1.024 0.20
C 0.465 2.047 -0.068 -0.61
H 0.086 2.937 -2.034 0.20
H 1.327 1.401 -0.212 0.20
H -0.865 -0.822 0.658 0.20
H -0.073 1.595 0.761 0.20
H -0.653 -1.973 -0.733 0.21
H 0.512 -2.393 2.125 0.21
C -0.368 2.268 -1.304 -0.61
H 0.747 -3.386 0.727 0.20
H 0.923 2.957 0.315 0.20
H -0.703 -3.449 1.318 0.21
H -0.652 1.372 -1.850 0.21
H 0.719 -1.080 -0.046 0.20
C 0.061 -2.672 1.187 -0.62
```

HOMO-LUMO gap = 0.4599 hartree
SMILES string = CC.CC

***

D.
Computed, not measured: a cluster of 2 separate species, C4H12 in total, with the ωB97M-V functional and the def2-TZVPD basis.

XYZ file:
```
16
Properties=species:S:1:pos:R:3:nbo_charge:R:1
C 1.384 -1.245 0.088 -0.63
C -1.829 1.004 -0.126 -0.61
H -2.821 0.584 -0.171 0.21
C -1.293 1.652 -1.417 -0.61
H -1.833 1.762 0.660 0.20
C 1.810 -1.446 1.520 -0.61
H 0.693 -1.951 -0.367 0.21
H -0.218 1.524 -1.465 0.21
H 2.378 -2.358 1.686 0.21
H 2.211 -1.142 -0.609 0.20
H 2.403 -0.574 1.797 0.21
H -1.641 2.679 -1.542 0.21
H 0.970 -1.491 2.214 0.21
H -1.120 0.247 0.197 0.20
H 0.677 -0.452 -0.182 0.21
H -1.771 1.206 -2.285 0.20
```

HOMO-LUMO gap = 0.4585 hartree
SMILES string = CC.CC

***

The most stable of them is B.

***

A.
Computed, not measured: a cluster of 2 separate species, C2H6OS in total, with the ωB97M-V functional and the def2-TZVPD basis.

XYZ file:
```
10
Properties=species:S:1:pos:R:3:nbo_charge:R:1
C 1.355 1.111 -0.422 -0.59
H -2.923 0.248 -0.704 0.14
H 2.523 -0.045 -1.788 0.18
H 1.182 1.562 0.554 0.21
O 2.672 -0.901 0.006 -0.66
C 2.218 0.141 -0.758 0.17
H 0.829 1.539 -1.266 0.22
S -2.838 -0.153 0.563 -0.29
H 2.316 -0.644 0.867 0.47
H -1.504 -0.203 0.534 0.14
```

HOMO-LUMO gap = 0.3647 hartree
SMILES string = C=CO.S

***

B.
Computed, not measured: a cluster of 2 separate species, C2H6OS in total, with the ωB97M-V functional and the def2-TZVPD basis.

XYZ file:
```
10
Properties=species:S:1:pos:R:3:nbo_charge:R:1
H -0.228 1.202 1.267 0.21
H 0.722 -3.657 1.352 0.14
O -1.254 0.660 -1.051 -0.69
H 0.244 -1.814 1.220 0.14
C 0.310 1.568 0.406 -0.52
S -0.270 -2.959 0.786 -0.28
H 0.533 1.337 -1.751 0.17
C 0.003 1.199 -0.821 0.14
H -1.356 0.481 -1.989 0.48
H 1.297 1.983 0.582 0.21
```

HOMO-LUMO gap = 0.3689 hartree
SMILES string = C=CO.S

***

The most stable of them is B.

***

A.
Computed, not measured: an isolated molecule of C2H6OS, with the ωB97M-V functional and the def2-TZVPD basis.

XYZ file:
```
10
Properties=species:S:1:pos:R:3:nbo_charge:R:1
O 1.269 -1.061 0.023 -0.70
H -0.594 1.594 -0.307 0.22
H -1.915 -1.461 0.815 0.15
H -0.358 0.816 1.352 0.23
H 1.748 0.832 -0.103 0.19
C -0.337 0.657 0.250 -0.48
H 0.810 0.219 -1.401 0.16
H 0.349 -1.409 -0.021 0.46
C 0.932 0.202 -0.375 -0.10
S -1.903 -0.389 -0.234 -0.14
```

HOMO-LUMO gap = 0.3785 hartree
SMILES string = OCCS

***

B.
Computed, not measured: a cluster of 2 separate species, C2H6OS in total, with the ωB97M-V functional and the def2-TZVPD basis.

XYZ file:
```
10
Properties=species:S:1:pos:R:3:nbo_charge:R:1
H 0.632 1.191 2.287 0.20
H -2.300 -0.887 -2.369 0.16
H 0.865 2.591 1.027 0.21
S -1.329 -1.571 -1.724 -0.30
C 0.804 1.553 1.290 -0.48
H 1.396 0.879 -0.592 0.15
C 0.914 0.589 0.362 0.13
O 0.895 -0.726 0.659 -0.72
H -2.126 -2.399 -1.085 0.15
H 0.250 -1.221 0.145 0.49
```

HOMO-LUMO gap = 0.3592 hartree
SMILES string = C=CO.S

***

C.
Computed, not measured: a cluster of 2 separate species, C2H6OS in total, with the ωB97M-V functional and the def2-TZVPD basis.

XYZ file:
```
10
Properties=species:S:1:pos:R:3:nbo_charge:R:1
H 2.699 -2.643 -0.088 0.12
O 1.149 -1.282 -0.022 -0.50
H 0.019 1.063 -0.475 0.23
C 2.114 -1.865 0.399 0.28
H -1.226 -0.109 -1.199 0.23
H 2.625 -1.341 1.223 0.10
H -1.158 0.408 0.650 0.23
C -0.979 0.666 -0.443 -0.59
H -3.123 2.804 0.389 0.18
S -2.121 2.300 -0.432 -0.28
```

HOMO-LUMO gap = 0.3364 hartree
SMILES string = C=O.CS

***

D.
Computed, not measured: an isolated molecule of C2H6OS, with the ωB97M-V functional and the def2-TZVPD basis.

XYZ file:
```
10
Properties=species:S:1:pos:R:3:nbo_charge:R:1
H -0.053 1.516 -1.294 0.23
O 1.513 -0.918 -0.197 -0.73
C 1.321 0.492 0.244 -0.08
H -0.285 1.778 0.622 0.22
H 2.360 0.953 -0.044 0.21
H -2.426 0.324 -0.085 0.13
H 0.772 -1.451 0.079 0.47
C -0.094 1.057 -0.235 -0.53
S -1.315 -0.351 0.061 -0.08
H 1.210 0.551 1.276 0.16
```

HOMO-LUMO gap = 0.3777 hartree
SMILES string = OCCS

***

The most stable of them is A.

***

A.
Computed, not measured: an isolated molecule of C4H8O, with the ωB97M-V functional and the def2-TZVPD basis.

XYZ file:
```
13
Properties=species:S:1:pos:R:3:nbo_charge:R:1
C -1.302 -0.312 -0.022 -0.06
C 0.216 -0.341 -0.152 -0.27
H 0.548 -1.116 -0.841 0.22
C 1.054 0.910 -0.082 -0.42
H 1.994 -0.708 1.135 0.22
H -1.662 0.727 0.088 0.16
H 0.543 1.852 0.113 0.21
H -1.626 -0.865 0.870 0.18
O -1.933 -0.960 -1.114 -0.71
H -1.717 -0.469 -1.918 0.46
H 1.923 1.001 -0.728 0.21
C 1.103 -0.095 1.034 -0.42
H 0.628 0.163 1.979 0.21
```

HOMO-LUMO gap = 0.4116 hartree
SMILES string = OCC1CC1

***

B.
Computed, not measured: an isolated molecule of C4H8O, with the ωB97M-V functional and the def2-TZVPD basis.

XYZ file:
```
13
Properties=species:S:1:pos:R:3:nbo_charge:R:1
H 0.565 -0.705 -1.935 0.22
H 0.279 1.002 -2.126 0.23
H 1.122 -0.272 1.931 0.21
H -0.623 -1.616 0.458 0.10
H 1.991 -0.787 0.498 0.20
C 0.292 0.388 0.002 -0.34
H 2.207 0.854 1.051 0.22
C 1.472 0.065 0.954 -0.60
C 0.727 0.268 -1.460 -0.62
H -0.137 1.301 0.436 0.23
C -0.880 -0.553 0.231 0.46
O -2.012 -0.190 0.353 -0.52
H 1.809 0.415 -1.555 0.21
```

HOMO-LUMO gap = 0.3952 hartree
SMILES string = CC(C)C=O

***

C.
Computed, not measured: an isolated molecule of C4H8O, with the ωB97M-V functional and the def2-TZVPD basis.

XYZ file:
```
13
Properties=species:S:1:pos:R:3:nbo_charge:R:1
C 0.671 -0.003 -0.453 0.06
O 1.403 -1.146 -0.884 -0.49
H -2.667 0.153 0.542 0.21
H -0.317 -0.139 1.466 0.21
H -1.977 0.480 -1.051 0.21
H 2.198 -0.625 1.022 0.18
H 2.873 0.313 -0.414 0.18
H -1.666 1.588 0.294 0.20
H -0.765 -1.359 0.276 0.22
C -0.550 -0.292 0.405 -0.44
C 2.038 -0.247 0.010 -0.11
C -1.779 0.532 0.026 -0.60
H 0.538 0.744 -1.239 0.18
```

HOMO-LUMO gap = 0.4186 hartree
SMILES string = CC[C@H]1CO1

***

The most stable of them is B.

***

A.
Computed, not measured: an isolated molecule of C4H8O, with the ωB97M-V functional and the def2-TZVPD basis.

XYZ file:
```
13
Properties=species:S:1:pos:R:3:nbo_charge:R:1
H -0.854 -0.842 1.292 0.20
C 0.441 0.176 -0.059 0.10
H 2.925 0.774 0.296 0.15
C -0.833 -0.532 0.232 -0.47
H -0.886 -1.459 -0.352 0.22
H -1.929 1.332 0.449 0.20
O 1.488 -0.528 -0.372 -0.37
H 0.627 1.197 0.277 0.14
H -2.181 0.533 -1.108 0.21
C 2.730 -0.151 -0.233 -0.16
H -2.962 -0.099 0.358 0.21
H 3.467 -0.729 -0.760 0.17
C -2.048 0.356 -0.037 -0.60
```

HOMO-LUMO gap (spin up / spin down) = 0.2954 / 0.3035 hartree

***

B.
Computed, not measured: an isolated molecule of C4H8O, with the ωB97M-V functional and the def2-TZVPD basis.

XYZ file:
```
13
Properties=species:S:1:pos:R:3:nbo_charge:R:1
H 0.057 -1.678 0.261 0.17
H 2.286 0.175 -1.073 0.17
C -0.055 -0.584 0.285 0.11
H 0.104 -0.612 -1.956 0.21
H 1.510 1.690 -0.548 0.17
H -0.697 0.837 -1.297 0.21
O 1.174 0.036 0.713 -0.53
H -2.154 -0.668 0.786 0.21
H -1.076 -0.542 2.189 0.22
C -1.233 -0.205 1.159 -0.63
C 0.056 0.069 -1.104 -0.46
C 1.398 0.600 -0.587 -0.05
H -1.370 0.882 1.172 0.21
```

HOMO-LUMO gap = 0.3950 hartree
SMILES string = C[C@H]1CCO1

***

The most stable of them is B.